# C27H49BCl2N3O32

11 unconnected molecules or ions with the total composition C27H49BCl2N3O32 at a distorted geometry (ωB97M-V with the def2-TZVPD basis set, OMol25).

As for the net charge: -1. The energy is -4575.50307 Ha. Its molar mass is 1009.40 g mol⁻¹. Its orbital gap is 10.23 eV.

Last column: Mulliken charge in e.
Positions of all 114 atoms, in Å:
1 H 1.0332 -3.5753 3.2503  -0.129
2 C 1.8275 -3.1950 -4.9209  0.598
3 C -0.2701 2.9125 -6.6130  -0.211
4 H 1.3232 -9.1074 3.1894  0.248
5 O 3.0194 -2.8191 -4.4313  -0.284
6 H 4.3467 4.5464 -2.6213  0.138
7 H 3.0460 2.6692 1.4868  0.050
8 C -1.7648 2.0930 2.9315  -0.845
9 O 2.8568 5.6251 -4.1927  -0.506
10 Cl -0.3490 5.6430 -6.3641  -0.224
11 O 2.5897 5.3815 0.4841  -0.562
12 O -4.4071 -3.2996 -2.3913  -0.373
13 H 1.7190 -7.6224 2.2149  0.277
14 Cl -1.7650 2.8042 -7.5911  -0.228
15 C 1.5932 -4.1449 3.9920  0.216
16 C 0.7945 0.0348 1.8023  0.781
17 H -1.9390 -0.9497 -4.1683  0.233
18 H 1.1625 -3.9160 4.9649  -0.133
19 H -2.3040 3.0267 2.8008  0.399
20 H -2.3042 -0.1150 -2.6144  0.100
21 B 1.1387 0.9089 -0.3005  1.147
22 H -5.3905 -2.3682 1.1138  0.230
23 O 1.9026 3.4532 -2.4950  -0.447
24 H -0.1405 1.9624 -6.0933  0.109
25 H 0.8960 -0.9470 -3.2405  0.250
26 H 0.5636 2.9749 -7.3072  0.359
27 O 0.1025 0.7406 -1.3374  0.056
28 N 3.7128 4.8593 -4.5646  1.019
29 O 1.6646 -3.8083 -5.9376  -0.613
30 C 0.2863 6.2658 -1.2415  -0.744
31 H -3.6763 9.3934 -3.0601  0.239
32 C 3.3261 3.6521 1.8490  -0.628
33 O 0.5451 1.0863 1.0329  -0.335
34 O -1.6128 8.0751 -0.4865  -0.592
35 C 0.2867 1.6424 -2.2944  0.431
36 H 0.1870 -2.2204 -2.2882  0.067
37 H 5.2915 3.6451 -3.8607  0.283
38 C 0.1044 -4.6456 9.0587  -0.681
39 H 3.8668 -2.2740 -6.2374  0.315
40 H 2.6446 -3.8818 3.9300  0.301
41 O -0.6431 -5.5320 4.3578  -0.369
42 H -3.5344 -5.1621 -2.4290  0.304
43 H -4.9688 -2.0463 2.8281  0.272
44 H -0.0300 -3.1962 0.6826  0.215
45 O -3.5089 -2.8584 1.6242  -0.206
46 O -3.7512 -1.4526 -3.2706  -0.385
47 O -0.0736 -1.8831 6.9725  -0.430
48 H 0.4367 4.0339 -4.8669  -0.253
49 C 0.3323 -6.1059 3.9972  0.768
50 H -0.3902 6.0051 -0.4210  0.401
51 O -1.7652 1.9797 5.2579  -0.588
52 N -2.2509 1.5340 4.2352  1.049
53 O -1.8004 8.7087 -2.6498  -0.322
54 C -0.3566 4.0171 -5.6119  0.221
55 H 0.4861 5.3613 -1.7966  0.151
56 O -0.3683 1.7660 -3.2872  -0.618
57 O -0.3330 7.2203 -2.1372  -0.212
58 C -4.8738 -2.7419 1.9934  -0.857
59 H -1.3402 -1.9748 5.3273  0.328
60 O -3.1196 -4.1445 3.4408  -0.554
61 O 1.9761 2.0229 -0.7555  -0.545
62 H -2.0522 1.3645 2.1854  0.257
63 H -3.5825 -4.4186 -0.8207  0.003
64 C -2.7478 -3.6150 2.4389  0.570
65 C -1.0830 -2.9868 0.8567  -0.141
66 H -2.5589 10.6033 -2.3328  0.253
67 O 0.3657 -7.4274 3.7688  -0.368
68 O -1.4996 -3.7138 1.9892  -0.089
69 C 4.8139 4.5794 -3.6055  -0.629
70 H 4.2843 -3.9015 -5.6995  0.272
71 C 1.6798 -0.9339 0.9769  0.203
72 C 1.5149 -8.0375 3.1978  -0.653
73 H 2.5137 4.0316 2.4613  0.296
74 H 1.9651 -2.1435 -2.5692  0.510
75 H -1.5872 -3.2658 -0.0706  0.057
76 H -5.0600 -5.0571 -1.5390  0.250
77 H 4.2657 3.7172 2.3844  0.341
78 H -1.2813 3.9235 -5.0451  0.253
79 O 2.0522 -2.0150 1.3069  -0.574
80 H -5.3089 -3.6920 2.3016  0.348
81 H -3.1866 0.3390 -4.0426  0.246
82 H -0.8583 -5.0467 8.7515  0.320
83 C -0.4391 -1.4607 5.6629  -0.301
84 H 2.3798 -7.9116 3.8566  0.275
85 O 0.3682 -0.1612 2.8971  -0.462
86 O 0.3092 -3.3632 8.4849  -0.393
87 C -0.3060 -3.1412 7.3188  0.871
88 H 1.0918 6.8135 -0.7674  0.388
89 C 1.4893 2.5148 -1.8891  0.126
90 C -4.1302 -4.5411 -1.7554  -0.387
91 O -0.9600 -3.9397 6.7086  -0.529
92 H 0.1667 -4.5414 10.1400  0.239
93 C -1.2748 7.9975 -1.6392  0.748
94 C -3.3470 -2.5264 -2.6134  0.681
95 H -0.6937 2.1692 3.0338  0.259
96 O 1.5334 -5.5494 3.7438  -0.432
97 C -2.7098 -0.5022 -3.5478  -0.313
98 H -3.2916 9.3667 -1.3432  0.349
99 C -2.8831 9.5621 -2.3359  -0.709
100 H 0.3548 -1.6167 4.9368  0.153
101 H 0.9099 -5.3217 8.7633  0.269
102 H 5.4554 5.4564 -3.5919  0.308
103 N 3.4537 4.5517 0.6593  1.046
104 O 1.9714 -0.3121 -0.1597  -0.549
105 O -3.0706 0.6459 4.1913  -0.530
106 H -1.2142 -1.9104 0.9951  0.102
107 H 4.9428 -2.4660 -4.8299  0.231
108 H -0.6280 -0.3930 5.7295  0.161
109 O -2.2194 -2.7491 -2.2582  -0.428
110 C 0.9767 -2.0117 -3.0020  -0.473
111 C 4.0956 -2.8847 -5.3639  -0.676
112 O 4.4198 4.3659 -0.0491  -0.582
113 O 0.8086 -2.8299 -4.1506  -0.250
114 O 3.7605 4.3285 -5.6597  -0.604

Force components x, y, z for each atom (eV/Å):
H 0.02 -0.18 -0.10
C -0.22 0.08 0.27
C 0.41 -0.60 -0.04
H -0.28 0.04 -0.35
O -0.12 0.18 -0.04
H 0.01 -0.21 -0.08
H 0.40 -0.10 -0.09
C -0.52 -0.44 0.50
O -0.11 0.15 -0.15
Cl -0.06 -0.06 -0.08
O 0.11 0.05 -0.09
O -0.43 -0.11 0.11
H 0.08 -0.17 -0.09
Cl 0.01 -0.07 -0.02
C -0.14 0.38 -0.02
C -0.06 -0.38 -0.67
H 0.08 0.04 0.04
H 0.14 -0.07 0.09
H 0.27 0.16 -0.07
H 0.24 -0.24 -0.04
B 0.47 -0.71 0.02
H 0.01 0.10 0.02
O 0.19 0.21 -0.15
H -0.27 0.06 0.12
H -0.09 -0.15 -0.39
H -0.02 0.41 -0.01
O 0.07 0.25 -0.09
N 0.18 0.01 -0.04
O 0.12 -0.02 -0.20
C -0.93 0.87 0.84
H 0.15 0.09 -0.20
C -0.51 0.52 0.14
O -0.07 0.45 0.11
O -0.06 -0.05 0.18
C -0.27 -0.20 0.23
H -0.04 -0.35 -0.14
H 0.19 0.08 -0.18
C 0.13 -0.31 0.07
H 0.01 0.00 0.02
H 0.00 0.04 0.07
O -0.01 -0.14 0.14
H 0.00 0.01 0.11
H -0.05 0.04 -0.07
H 0.03 -0.08 0.42
O 0.16 -0.17 -0.31
O -0.10 0.14 -0.20
O 0.60 0.22 0.38
H 0.28 -0.30 -0.29
C 0.38 0.07 -0.39
H -0.18 0.12 -0.22
O -0.09 0.12 -0.14
N 0.43 -0.11 0.02
O 0.20 -0.22 -0.09
C -0.23 0.54 0.54
H 0.66 0.24 -0.27
O -0.01 0.00 -0.13
O -0.21 -0.50 -0.33
C -0.32 0.15 0.30
H 0.06 -0.03 0.03
O -0.29 -0.01 0.02
O -0.19 0.32 0.17
H 0.09 0.07 -0.18
H 0.01 0.20 -0.07
C 0.06 0.11 0.00
C 0.23 0.50 -1.12
H 0.06 -0.03 -0.27
O -0.47 -0.37 0.07
O 0.18 -0.35 0.36
C -0.55 0.24 0.77
H 0.00 -0.07 0.13
C 0.29 0.58 -0.28
C 0.43 0.06 0.68
H 0.03 0.10 -0.04
H -0.14 -0.19 0.22
H -0.29 -0.08 0.27
H -0.24 0.30 -0.18
H 0.10 -0.37 -0.08
H -0.07 0.06 -0.13
O 0.11 -0.31 0.24
H 0.20 -0.09 -0.07
H -0.06 -0.18 -0.23
H 0.04 -0.08 0.05
C -0.61 0.12 -0.43
H 0.01 0.25 -0.22
O -0.06 0.10 0.47
O 0.19 0.26 0.39
C -0.30 -0.06 -0.41
H 0.59 -0.61 -0.27
C 0.04 -0.27 0.15
C 0.56 -0.55 0.04
O 0.01 -0.05 0.10
H -0.14 0.20 -0.01
C 0.00 0.08 0.00
C -0.02 0.20 0.12
H 0.05 0.33 -0.17
O -0.08 -0.12 0.02
C -0.15 0.43 0.30
H 0.17 -0.21 -0.04
C -0.49 0.30 0.58
H 0.15 -0.18 0.17
H -0.12 0.00 -0.21
H 0.23 -0.14 -0.33
N -0.11 -0.48 0.28
O -0.35 -0.11 -0.08
O -0.30 -0.11 0.03
H -0.02 -0.05 0.09
H 0.11 -0.11 -0.07
H -0.02 0.00 0.08
O 0.13 -0.23 0.02
C 0.66 0.78 0.54
C 0.03 0.12 -0.10
O 0.04 0.17 -0.13
O -0.35 -0.27 -0.24
O -0.05 -0.08 0.04